(1)
DFT (ωB97M-V/def2-TZVPD) results for C29H50AlO21S as an isolated structure.

```
102
Properties=species:S:1:pos:R:3:forces:R:3
O -0.0167 -1.6020 -0.0421 -0.116 -0.134 0.331
S 0.1601 -1.2401 -1.4297 0.183 -0.181 0.300
O 1.0978 -2.0769 -2.1571 0.115 -0.258 -0.560
C 0.4227 0.4282 -1.5996 -0.002 0.397 -0.178
Al -1.1027 1.6120 -0.8333 -0.460 0.167 0.202
C -1.5584 1.2229 1.1046 0.384 0.412 0.067
C -0.7820 1.8352 2.2904 -0.006 -0.375 0.101
C 0.7550 1.8248 2.1853 0.068 -0.029 0.380
C 1.4305 3.1869 2.0307 -0.234 0.121 -0.111
O 0.7934 4.0885 1.1351 0.424 0.055 -0.145
H -1.0343 -1.4067 -2.0425 -0.156 0.139 -0.038
H 1.4154 0.6449 -1.2003 0.005 -0.072 0.148
H 0.4355 0.6260 -2.6753 0.035 -0.005 -0.046
H -2.3900 1.2000 -1.7175 0.114 -0.334 0.027
H -0.6979 3.1241 -1.1890 0.160 0.027 -0.020
H -2.6073 1.5322 1.1981 -0.103 -0.116 -0.024
H -1.5273 0.1391 1.2521 -0.116 -0.113 -0.217
H -1.1381 2.8427 2.5304 0.003 0.101 -0.132
H -1.0211 1.2383 3.1801 -0.085 0.160 0.148
H 1.1453 1.4430 3.1345 0.135 -0.137 -0.067
H 1.0906 1.1172 1.4250 -0.151 0.078 -0.202
H 1.5491 3.6552 3.0132 -0.054 -0.008 -0.024
H 2.4229 3.0497 1.6085 0.102 -0.086 0.090
H -0.0500 4.3539 1.4987 -0.300 -0.092 0.017
C -3.9774 0.3767 -5.4721 0.151 -0.073 -0.020
C -4.8040 1.2306 -4.5484 0.000 -0.133 -0.126
C -5.5714 2.3814 -5.1717 0.021 0.052 0.047
O -5.5880 3.3448 -4.1098 0.061 0.016 -0.030
C -4.4996 3.0991 -3.3081 0.049 -0.305 -0.090
O -4.1067 3.8061 -2.4462 -0.247 0.390 0.022
O -3.9404 1.9266 -3.6543 0.026 0.047 0.039
H -3.5184 -0.4308 -4.9009 -0.020 -0.022 -0.011
H -4.5839 -0.0618 -6.2655 -0.031 0.013 0.007
H -3.1738 0.9580 -5.9238 -0.084 0.075 -0.062
H -5.4739 0.6060 -3.9487 -0.037 0.037 0.017
H -6.5889 2.1257 -5.4583 -0.039 0.063 0.093
H -5.0443 2.8078 -6.0298 0.030 -0.038 -0.008
C -1.0692 -4.1326 -5.7926 -0.211 -0.030 -0.082
C -0.5909 -3.0243 -6.6942 0.025 -0.048 0.198
C 0.0653 -1.8550 -5.9847 0.005 -0.010 0.037
O -0.2549 -0.7577 -6.8514 -0.016 0.004 -0.013
C -1.3860 -1.0660 -7.5216 0.025 0.031 0.144
O -2.0218 -0.2932 -8.1634 -0.043 -0.039 -0.116
O -1.7002 -2.3717 -7.3464 0.067 0.004 -0.083
H -1.4643 -4.9641 -6.3750 0.022 -0.007 -0.012
H -0.2473 -4.4992 -5.1777 0.027 0.028 0.007
H -1.8656 -3.7719 -5.1415 0.067 0.053 0.067
H 0.0642 -3.4163 -7.4774 0.010 0.031 -0.021
H 1.1428 -1.9493 -5.8867 0.007 0.080 -0.042
H -0.3725 -1.6656 -5.0023 0.016 -0.052 0.020
C -5.4808 0.7686 4.2275 -0.026 0.155 -0.139
C -5.4583 -0.4647 3.3609 0.070 0.080 0.117
C -4.2210 -1.3307 3.5021 0.059 -0.014 0.022
O -4.0975 -1.9051 2.2010 -0.063 -0.021 0.010
C -4.6793 -1.0563 1.3113 0.327 0.271 0.214
O -4.5531 -1.1155 0.1386 -0.215 -0.197 -0.258
O -5.3965 -0.1104 1.9735 -0.121 -0.130 -0.058
H -6.4259 1.3000 4.1216 -0.013 -0.020 0.012
H -5.3516 0.4973 5.2761 -0.004 -0.024 0.007
H -4.6811 1.4478 3.9316 0.074 -0.057 0.033
H -6.3633 -1.0621 3.5122 0.009 -0.032 -0.003
H -4.3231 -2.1163 4.2472 -0.010 -0.077 -0.079
H -3.3261 -0.7385 3.7100 -0.021 0.063 -0.003
C 3.6581 -0.2098 5.8737 -0.315 0.042 -0.070
C 4.1538 1.1109 5.3471 0.049 -0.146 0.075
C 4.9588 1.9340 6.3318 0.047 0.011 -0.014
O 4.6765 3.2753 5.9197 0.018 -0.031 0.060
C 3.4709 3.2741 5.2911 0.079 -0.043 -0.037
O 2.8832 4.2589 4.9820 -0.013 0.044 0.066
O 3.0574 2.0104 5.0694 0.034 0.051 -0.002
H 3.1506 -0.7683 5.0888 0.040 -0.010 -0.019
H 4.4944 -0.8069 6.2378 0.031 0.008 -0.019
H 2.9464 -0.0524 6.6857 0.078 0.017 0.066
H 4.7039 0.9650 4.4167 0.024 0.023 -0.028
H 6.0284 1.7475 6.2803 0.016 0.090 -0.059
H 4.6118 1.8021 7.3604 -0.026 -0.037 -0.005
C 1.5207 -4.7062 0.1233 0.288 -0.100 0.107
C 0.6494 -5.8093 -0.4014 -0.034 0.137 0.110
C -0.7844 -5.7690 0.0844 -0.042 -0.035 -0.056
O -1.1544 -7.1604 0.0773 -0.018 0.087 0.046
C -0.0257 -7.8916 0.2144 0.012 0.026 -0.008
O -0.0054 -9.0640 0.4262 0.000 -0.041 -0.003
O 1.0650 -7.1132 0.0805 0.013 0.016 -0.097
H 2.5137 -4.7449 -0.3232 -0.027 0.015 -0.062
H 1.0737 -3.7430 -0.1170 0.026 0.066 0.014
H 1.6433 -4.7884 1.2046 -0.147 -0.001 0.016
H 0.6854 -5.8409 -1.4932 -0.029 -0.038 -0.015
H -1.4487 -5.2037 -0.5623 -0.047 -0.074 -0.028
H -0.8616 -5.3897 1.1049 0.038 0.025 0.007
C 7.0901 4.6621 1.3551 0.143 -0.097 0.174
C 6.4526 3.3928 0.8527 -0.041 0.164 0.014
C 4.9370 3.4098 0.7978 0.029 0.027 -0.027
O 4.6141 2.0323 1.0263 -0.014 0.023 -0.018
C 5.6193 1.4711 1.7225 -0.157 0.080 -0.080
O 5.5614 0.3997 2.2377 0.178 -0.040 0.136
O 6.6902 2.2993 1.7651 0.025 -0.061 -0.052
H 8.1765 4.5998 1.3009 -0.005 0.004 -0.031
H 6.7615 5.5104 0.7546 -0.016 -0.003 -0.023
H 6.8156 4.8358 2.3959 -0.097 0.034 -0.026
H 6.8697 3.1055 -0.1161 -0.020 -0.034 -0.008
H 4.5320 3.7313 -0.1575 -0.049 -0.108 -0.019
H 4.4977 4.0096 1.5985 0.035 0.028 0.007
```
Positions in Å, forces in eV/Å.

**Kohn-Sham gap**: 7.2 eV
**HOMO level**: -5.120 eV
**LUMO energy**: 0.07768 Ha
**Total charge**: -1

Here are the Mulliken charges for atoms 1 to 99, given in e: number 1, O, carries -0.64; number 2, S, carries 0.91; number 3, O, carries -0.65; number 4, C, carries -0.60; number 5, Al, carries -0.17; number 6, C, carries -0.12; number 7, C, carries -1.04; number 8, C, carries -0.05; number 9, C, carries 0.47; number 10, O, carries -0.55; number 11, H, carries -0.02; number 12, H, carries 0.20; number 13, H, carries 0.33; number 14, H, carries -0.13; number 15, H, carries -0.39; number 16, H, carries 0.30; number 17, H, carries 0.09; number 18, H, carries 0.44; number 19, H, carries 0.19; number 20, H, carries 0.13; number 21, H, carries 0.30; number 22, H, carries 0.41; number 23, H, carries -0.83; number 24, H, carries 0.39; number 25, C, carries -1.41; number 26, C, carries 0.44; number 27, C, carries -0.50; number 28, O, carries -0.38; number 29, C, carries 0.53; number 30, O, carries -0.50; number 31, O, carries -0.06; number 32, H, carries 0.35; number 33, H, carries 0.42; number 34, H, carries 0.33; number 35, H, carries 0.22; number 36, H, carries 0.32; number 37, H, carries 0.30; number 38, C, carries -1.37; number 39, C, carries 0.49; number 40, C, carries -0.23; number 41, O, carries -0.32; number 42, C, carries 0.65; number 43, O, carries -0.55; number 44, O, carries -0.37; number 45, H, carries 0.36; number 46, H, carries 0.38; number 47, H, carries 0.31; number 48, H, carries 0.23; number 49, H, carries 0.30; number 50, H, carries 0.11; number 51, C, carries -1.38; number 52, C, carries 0.42; number 53, C, carries -0.26; number 54, O, carries -0.29; number 55, C, carries 0.59; number 56, O, carries -0.48; number 57, O, carries -0.33; number 58, H, carries 0.35; number 59, H, carries 0.37; number 60, H, carries 0.30; number 61, H, carries 0.24; number 62, H, carries 0.31; number 63, H, carries 0.18; number 64, C, carries -1.65; number 65, C, carries 1.17; number 66, C, carries -0.46; number 67, O, carries -0.37; number 68, C, carries 0.62; number 69, O, carries -0.54; number 70, O, carries -0.26; number 71, H, carries 0.38; number 72, H, carries 0.38; number 73, H, carries 0.39; number 74, H, carries -0.30; number 75, H, carries 0.32; number 76, H, carries 0.31; number 77, C, carries -1.33; number 78, C, carries 0.65; number 79, C, carries -0.43; number 80, O, carries -0.36; number 81, C, carries 0.62; number 82, O, carries -0.56; number 83, O, carries -0.38; number 84, H, carries 0.33; number 85, H, carries 0.31; number 86, H, carries 0.38; number 87, H, carries 0.19; number 88, H, carries 0.29; number 89, H, carries 0.29; number 90, C, carries -1.46; number 91, C, carries 0.45; number 92, C, carries -0.60; number 93, O, carries -0.16; number 94, C, carries 0.58; number 95, O, carries -0.59; number 96, O, carries -0.38; number 97, H, carries 0.37; number 98, H, carries 0.36; number 99, H, carries 0.35

(2)
DFT (ωB97M-V/def2-TZVPD) results for a 3-piece molecular cluster, C29H50N3O9 overall in a non-equilibrium geometry.

```
91
Properties=species:S:1:pos:R:3:forces:R:3
C 2.7785 -1.8426 -1.3271 -0.107 0.284 0.002
C 2.5575 -1.6653 -2.8002 -0.237 -0.022 0.178
O 2.5849 -0.5749 -3.3126 0.330 0.256 -0.170
N 2.2526 -2.8679 -3.4998 -0.285 0.105 -0.403
C 3.0034 -3.0475 -4.7444 -0.281 0.157 -0.052
C 3.0739 -1.9643 -5.7694 0.280 0.486 -0.251
O 3.6034 -4.0645 -4.8754 0.429 -0.813 0.018
C 0.7926 -3.0465 -3.5329 0.398 -0.047 0.104
C 0.2158 -4.3085 -2.8858 -0.030 0.454 -0.482
O 0.7488 -5.1340 -2.2234 0.380 -0.467 0.612
O -1.1009 -4.2981 -3.1508 -0.488 -0.213 -0.087
C -1.3839 -3.2281 -4.0850 0.229 0.337 0.163
C -2.6141 -3.4549 -4.9247 -0.377 0.037 0.042
C -3.8600 -2.9338 -4.2281 -0.080 -0.307 0.057
O -5.0440 -3.1324 -5.0020 0.044 0.018 -0.063
C -0.0459 -2.9737 -4.8047 -1.122 -0.293 0.224
C 0.2001 -4.0561 -5.9058 0.059 -0.385 -0.510
O 0.9956 -3.6791 -6.7921 -0.067 -0.079 0.076
O -0.4428 -5.1261 -5.8109 0.392 0.599 0.081
H 3.2818 -2.7758 -1.1080 0.001 -0.114 0.054
H 3.3212 -0.9738 -0.9652 0.105 -0.004 0.112
H 1.8001 -1.8268 -0.8435 -0.076 -0.173 0.066
H 2.1026 -1.5711 -6.0386 -0.150 -0.044 0.080
H 3.5432 -2.3873 -6.6503 -0.096 -0.117 -0.087
H 3.6868 -1.1348 -5.4176 0.014 0.015 0.181
H 0.3726 -2.2463 -2.9119 0.087 0.112 0.187
H -1.5964 -2.3633 -3.4389 0.025 0.207 -0.097
H -2.7468 -4.5032 -5.1742 0.238 -0.130 -0.042
H -2.4949 -2.8931 -5.8545 0.132 -0.070 -0.144
H -3.9879 -3.4655 -3.2831 -0.042 0.038 0.107
H -3.7648 -1.8686 -4.0069 0.038 0.115 0.008
H -4.7747 -3.4710 -5.8612 -0.022 0.001 0.021
H -0.0869 -1.9945 -5.2768 0.267 0.167 0.073
C -2.7788 3.0117 -0.0301 -0.033 -0.012 -0.131
C -1.4435 2.2373 0.0759 -0.965 0.410 0.403
C -0.2732 3.2156 0.1847 0.347 0.109 -0.191
C 0.0396 3.9384 -1.1256 -0.057 -0.086 -0.028
C 0.2376 2.9388 -2.2657 0.263 0.142 0.366
C -0.9265 1.9606 -2.4165 -0.763 0.273 -0.848
N -1.2491 1.3311 -1.0974 1.671 0.075 0.314
O -0.4103 0.3875 -0.8181 -0.546 -0.137 -0.096
C -2.1536 2.6809 -3.0037 -0.065 0.087 0.166
C -0.5546 0.8708 -3.4086 0.205 -0.396 0.027
C -1.5292 1.4006 1.3445 0.181 -0.296 0.096
H -3.2067 3.1587 0.9609 0.102 -0.027 0.066
H -2.6668 4.0018 -0.4704 0.013 -0.042 -0.068
H -3.5115 2.4566 -0.6147 0.012 -0.023 0.000
H 0.6202 2.6698 0.5064 -0.054 -0.098 -0.030
H -0.4968 3.9415 0.9708 -0.059 -0.029 0.042
H -0.7558 4.6470 -1.3736 -0.026 -0.025 0.009
H 0.9468 4.5336 -1.0027 -0.004 0.017 0.000
H 0.3757 3.4675 -3.2110 -0.039 -0.036 -0.052
H 1.1577 2.3738 -2.0871 -0.065 -0.099 0.014
H -3.0205 2.0191 -3.0123 0.005 -0.021 0.004
H -1.9427 2.9676 -4.0338 0.085 -0.077 -0.022
H -2.4245 3.5933 -2.4777 0.006 -0.041 0.028
H 0.3677 0.3644 -3.1352 -0.036 0.014 0.041
H -0.4023 1.3074 -4.3954 -0.055 0.103 -0.004
H -1.3466 0.1227 -3.4867 -0.030 0.031 0.019
H -2.3465 0.6802 1.2862 0.005 -0.008 -0.035
H -1.7164 2.0531 2.1958 -0.077 0.072 -0.017
H -0.6095 0.8549 1.5470 -0.026 -0.027 -0.103
C 0.7988 0.2642 7.9267 0.030 0.129 -0.018
C 0.2208 -0.0685 6.5306 0.108 -0.130 1.126
C 1.2322 -0.8723 5.7127 0.187 0.014 -0.349
C 2.4174 -0.0415 5.2243 -0.060 0.064 0.045
C 1.9397 1.2009 4.4742 0.037 -0.401 -0.112
C 0.9440 2.0404 5.2739 0.418 0.898 0.515
N -0.1641 1.1773 5.7937 0.226 -0.942 -1.392
O -1.0199 0.9084 4.8625 -0.144 0.441 0.395
C 1.6634 2.7700 6.4222 0.022 -0.140 0.124
C 0.3570 3.1289 4.3860 -0.236 -0.030 -0.200
C -1.0279 -0.9090 6.7667 -0.251 -0.038 -0.221
H 0.5179 -0.5066 8.6431 -0.032 -0.089 -0.079
H 1.8866 0.3164 7.9387 -0.013 0.060 -0.038
H 0.4052 1.2078 8.3035 -0.019 -0.002 -0.015
H 0.7266 -1.3062 4.8447 -0.083 0.072 0.019
H 1.5857 -1.7090 6.3193 -0.046 -0.009 0.059
H 3.0600 0.2437 6.0623 -0.025 0.012 0.014
H 3.0365 -0.6490 4.5623 0.013 -0.006 0.004
H 2.7926 1.8283 4.2063 -0.021 0.071 0.009
H 1.4732 0.8897 3.5343 -0.102 0.022 0.047
H 0.9449 3.2821 7.0636 -0.018 -0.004 -0.006
H 2.3359 3.5207 6.0073 -0.046 0.009 -0.101
H 2.2729 2.1189 7.0431 -0.046 -0.010 -0.012
H -0.0919 2.7223 3.4840 -0.037 -0.060 0.051
H 1.1530 3.8094 4.0836 0.067 0.001 0.049
H -0.4014 3.7039 4.9199 -0.005 -0.022 0.017
H -1.7745 -0.3470 7.3305 0.007 0.015 -0.003
H -0.7553 -1.7924 7.3433 0.074 0.011 0.053
H -1.4807 -1.2448 5.8367 0.009 0.101 -0.008
```
Positions in Å, forces in eV/Å.

**Kohn-Sham gap (spin up / spin down)**: 6.9 / 6.6 eV
**HOMO level (spin up / spin down)**: -5.040 / -5.040 eV
**LUMO energy (spin up / spin down)**: 0.06871 / 0.05633 Ha
**Total charge**: -1
**Multiplicity**: 3

Mulliken atomic charges, in units of e: number 1, C, carries -1.31; number 2, C, carries 0.91; number 3, O, carries -0.57; number 4, N, carries 0.52; number 5, C, carries 0.57; number 6, C, carries -1.04; number 7, O, carries -0.58; number 8, C, carries -0.28; number 9, C, carries -0.08; number 10, O, carries -0.65; number 11, O, carries -0.41; number 12, C, carries 0.55; number 13, C, carries -1.29; number 14, C, carries -0.23; number 15, O, carries -0.57; number 16, C, carries 0.48; number 17, C, carries 0.21; number 18, O, carries -0.71; number 19, O, carries -0.73; number 20, H, carries 0.41; number 21, H, carries 0.43; number 22, H, carries 0.21; number 23, H, carries 0.20; number 24, H, carries 0.37; number 25, H, carries 0.34; number 26, H, carries -0.05; number 27, H, carries 0.08; number 28, H, carries 0.47; number 29, H, carries 0.41; number 30, H, carries 0.29; number 31, H, carries 0.20; number 32, H, carries 0.34; number 33, H, carries 0.51; number 34, C, carries -1.88; number 35, C, carries 2.13; number 36, C, carries -1.05; number 37, C, carries -0.78; number 38, C, carries -1.20; number 39, C, carries 2.29; number 40, N, carries 0.38; number 41, O, carries -0.50; number 42, C, carries -1.93; number 43, C, carries -1.95; number 44, C, carries -2.29; number 45, H, carries 0.50; number 46, H, carries 0.31; number 47, H, carries 0.34; number 48, H, carries 0.36; number 49, H, carries 0.35; number 50, H, carries 0.35; number 51, H, carries 0.42; number 52, H, carries 0.46; number 53, H, carries 0.27; number 54, H, carries 0.33; number 55, H, carries 0.44; number 56, H, carries 0.40; number 57, H, carries 0.09; number 58, H, carries 0.47; number 59, H, carries 0.33; number 60, H, carries 0.50; number 61, H, carries 0.62; number 62, H, carries 0.32; number 63, C, carries -1.83; number 64, C, carries 1.95; number 65, C, carries -1.32; number 66, C, carries -0.58; number 67, C, carries -0.99; number 68, C, carries 1.88; number 69, N, carries 0.42; number 70, O, carries -0.55; number 71, C, carries -1.93; number 72, C, carries -1.67; number 73, C, carries -1.97; number 74, H, carries 0.48; number 75, H, carries 0.31; number 76, H, carries 0.33; number 77, H, carries 0.40; number 78, H, carries 0.35; number 79, H, carries 0.31; number 80, H, carries 0.42; number 81, H, carries 0.48; number 82, H, carries 0.05; number 83, H, carries 0.36; number 84, H, carries 0.44; number 85, H, carries 0.35; number 86, H, carries 0.06; number 87, H, carries 0.43; number 88, H, carries 0.47; number 89, H, carries 0.46; number 90, H, carries 0.48; number 91, H, carries 0.37